C3H14NO4 | ωB97M-V/def2-TZVPD

Structure (ORCA input):
```
! RIJCOSX wB97M-V def2-TZVPD def2/J DEFGRID3
* xyz 1 1
O -0.302 2.241 0.962
C -1.192 1.510 0.476
C -1.212 0.012 0.802
N -0.261 -0.665 -0.231
C -0.474 -2.099 -0.381
H -1.828 1.922 -0.209
H -0.952 -0.239 1.878
H -2.284 -0.354 0.655
H -0.525 -0.315 -1.187
H 0.771 -0.389 -0.088
H -1.357 -2.469 -0.884
H -0.654 -2.454 0.668
H 0.250 -2.557 -1.039
H -1.187 1.213 -3.317
H 0.162 1.610 -2.818
O -0.605 1.115 -2.542
H 1.473 0.148 3.049
H 0.960 1.252 2.053
O 1.250 0.315 2.115
H 2.512 0.302 0.762
H 3.107 -0.310 -0.507
O 2.348 0.211 -0.215
*
```

## Properties
Highest occupied orbital energy in eV: -14.389
Frontier orbital gap in eV: 10.92
ΔE to the lowest compared entry with this formula, charge and spin in eV: 1.478
E_LUMO in eV: -3.47

natural (NBO) population analysis, charges in e, atoms 1 to 8: -0.5029, 0.4179, -0.3336, -0.5653, -0.4453, 0.1640, 0.2806, 0.2351